1.
Formula: C17H17Cl2NO2S
Source: OMol25
Level of theory: wB97M-V/def2-TZVPD

Properties
HOMO energy, Ha: -0.316
ΔE to the lowest compared entry with this formula, charge and spin, kcal per mole: 0.00
SMILES: O=C(COc1ccc(Cl)cc1)NCCSCc1ccccc1Cl
Frontier orbital gap, Ha: 0.3388
Electronic energy, eV: -59371.021

Geometry as XYZ:
```
40
C17H17Cl2NO2S, DFT wB97M-V/def2-TZVPD
O -3.285 2.368 1.565
C -2.093 2.508 1.400
C -1.113 2.584 2.580
O 0.185 2.117 2.285
C 0.378 0.772 2.146
C 1.696 0.372 1.918
C 2.002 -0.957 1.718
C 0.988 -1.903 1.757
Cl 1.367 -3.567 1.485
C -0.319 -1.524 2.000
C -0.630 -0.186 2.188
N -1.504 2.651 0.199
C -2.252 2.693 -1.036
C -2.135 1.418 -1.867
S -0.473 1.167 -2.582
C 0.413 0.365 -1.175
C 0.955 -0.973 -1.545
C 2.286 -1.116 -1.917
C 2.810 -2.351 -2.251
C 2.004 -3.475 -2.223
C 0.674 -3.359 -1.862
C 0.161 -2.117 -1.531
Cl -1.504 -2.018 -1.074
H -0.987 3.640 2.840
H -1.549 2.067 3.442
H 2.466 1.126 1.899
H 3.019 -1.262 1.531
H -1.102 -2.265 2.034
H -1.659 0.090 2.350
H -0.502 2.764 0.157
H -3.301 2.834 -0.757
H -1.915 3.547 -1.629
H -2.392 0.536 -1.283
H -2.802 1.486 -2.724
H 1.223 1.034 -0.886
H -0.310 0.279 -0.369
H 2.915 -0.238 -1.939
H 3.849 -2.436 -2.532
H 2.406 -4.443 -2.478
H 0.034 -4.228 -1.832
```

Atomic partial charges in e from the natural (NBO) method, atoms 1 to 8: -0.6209, 0.6457, -0.1628, -0.4992, 0.2889, -0.2553, -0.2093, -0.0588

=====

2.
Formula: C3H7N2O
Source: OMol25
Level of theory: wB97M-V/def2-TZVPD

Properties
HOMO energy, Ha: -0.530
ΔE to the lowest compared entry with this formula, charge and spin, kcal per mole: 18.68
Net charge: +1
Frontier orbital gap, Ha: 0.3950
Electronic energy, eV: -8245.329

Geometry as XYZ:
```
13
C3H7N2O, DFT wB97M-V/def2-TZVPD
C -1.423 -0.645 1.036
C -1.658 0.465 0.259
N -0.476 1.126 0.259
C 0.521 0.386 0.765
N -0.074 -0.735 1.257
H -2.167 -1.166 1.638
H -2.509 0.741 -0.351
H -0.261 1.894 -0.363
H 1.473 0.501 0.278
H 0.428 -1.554 1.613
H 2.754 -0.647 -1.990
H 1.576 0.105 -2.570
O 1.815 -0.470 -1.831
```

Atomic partial charges in e from the natural (NBO) method, atoms 1 to 8: -0.0400, -0.0371, -0.4436, 0.2375, -0.4549, 0.2665, 0.2697, 0.4475

=====

3.
Formula: C46H29FO16S
Source: OMol25
Level of theory: wB97M-V/def2-TZVPD

Properties
HOMO energy, Ha: -0.371
SMILES: O=C1C=C(S(=O)(=O)F)C(=O)c2ccccc21.O=C1C=CC(=O)C=C1.O=C1C=CC(=O)C=C1.O=C1C=CC(=O)C=C1.O=C1C=CC(=O)C=C1.O=C1C=CC(=O)C=C1.O=C1C=CC(=O)C=C1
Frontier orbital gap, Ha: 0.2990
Electronic energy, eV: -94476.980

Geometry as XYZ:
```
93
C46H29FO16S, DFT wB97M-V/def2-TZVPD
O 1.976 3.541 0.391
C 2.106 4.365 -0.472
C 3.443 4.844 -0.920
C 3.600 5.167 -2.199
S 5.186 5.759 -2.709
O 5.200 6.158 -4.064
O 6.187 4.900 -2.188
F 5.230 7.057 -1.843
C 2.467 5.044 -3.174
O 2.630 4.746 -4.316
C 1.137 5.260 -2.559
C 0.065 5.753 -3.296
C -1.171 5.929 -2.673
C -1.332 5.630 -1.325
C -0.258 5.138 -0.578
C 0.966 4.944 -1.207
H 4.245 4.920 -0.201
H 0.178 5.982 -4.343
H -2.009 6.290 -3.246
H -2.285 5.730 -0.829
H -0.358 4.880 0.464
O 2.284 -1.744 3.908
C 2.906 -1.238 2.996
C 2.641 0.160 2.574
C 3.310 0.714 1.566
C 4.349 -0.045 0.823
O 4.952 0.462 -0.097
C 4.612 -1.443 1.245
C 3.944 -1.997 2.254
H 1.878 0.693 3.128
H 3.131 1.730 1.237
H 5.368 -1.979 0.686
H 4.116 -3.019 2.569
O 3.469 -5.385 1.973
C 2.342 -5.630 2.350
C 1.767 -4.950 3.535
C 0.530 -5.213 3.948
C -0.321 -6.198 3.240
O -1.452 -6.438 3.613
C 0.255 -6.881 2.054
C 1.490 -6.617 1.640
H 2.403 -4.229 4.032
H 0.089 -4.726 4.808
H -0.386 -7.597 1.554
H 1.931 -7.099 0.777
O 8.826 11.266 -4.375
C 9.036 10.504 -3.457
C 10.244 10.642 -2.603
C 10.476 9.806 -1.595
C 9.537 8.699 -1.279
O 9.747 7.942 -0.357
C 8.331 8.561 -2.133
C 8.099 9.397 -3.141
H 10.913 11.456 -2.850
H 11.349 9.889 -0.960
H 7.662 7.749 -1.887
H 7.226 9.313 -3.777
O -1.628 2.484 -1.979
C -0.845 1.559 -1.918
C -0.018 1.341 -0.704
C 0.850 0.336 -0.632
C 1.028 -0.610 -1.762
O 1.815 -1.529 -1.693
C 0.204 -0.388 -2.978
C -0.664 0.618 -3.051
H -0.159 2.046 0.106
H 1.465 0.161 0.242
H 0.353 -1.087 -3.791
H -1.273 0.799 -3.927
O -6.598 -7.581 0.675
C -6.302 -7.167 1.778
C -7.328 -7.046 2.844
C -7.012 -6.589 4.053
C -5.621 -6.185 4.384
O -5.336 -5.769 5.486
C -4.595 -6.310 3.316
C -4.915 -6.767 2.109
H -8.334 -7.354 2.582
H -7.741 -6.493 4.847
H -3.587 -6.013 3.574
H -4.185 -6.868 1.315
O -11.687 -4.235 -1.846
C -11.442 -5.127 -1.063
C -10.140 -5.840 -1.086
C -9.873 -6.822 -0.228
C -10.865 -7.237 0.795
O -10.616 -8.117 1.592
C -12.168 -6.525 0.820
C -12.435 -5.548 -0.042
H -9.431 -5.517 -1.837
H -8.927 -7.351 -0.227
H -12.875 -6.845 1.574
H -13.376 -5.014 -0.042
```

Atomic partial charges in e from the Mulliken method, atoms 1 to 8: -0.5790, -0.2375, -0.4608, 0.3493, 1.4423, -0.5754, -0.5698, -0.2125

=====

4.
Formula: C5H13NO3S
Source: OMol25
Level of theory: wB97M-V/def2-TZVPD

Properties
HOMO energy, Ha: -0.287
ΔE to the lowest compared entry with this formula, charge and spin, kcal per mole: 91.81
SMILES: CO[S@](=O)([O-])=C[N+](C)(C)C
Frontier orbital gap, Ha: 0.3085
Electronic energy, eV: -23859.142

Geometry as XYZ:
```
23
C5H13NO3S, DFT wB97M-V/def2-TZVPD
C 1.620 -1.374 3.086
O 1.182 -0.976 1.765
S 1.117 0.620 1.508
O 2.275 1.184 2.087
O -0.217 0.916 1.989
C 1.048 0.527 -0.290
N -0.323 0.383 -0.811
C -0.984 -0.743 -0.171
C -1.143 1.531 -0.593
C -0.280 0.110 -2.319
H 1.257 -0.613 3.813
H 1.138 -2.397 3.339
H 2.717 -1.415 3.189
H 1.361 1.582 -0.525
H -0.977 -0.719 0.915
H -2.099 -0.861 -0.633
H -0.411 -1.617 -0.442
H -2.223 1.228 -0.980
H -1.294 1.727 0.407
H -0.949 2.378 -1.161
H -1.184 -0.509 -2.569
H -0.381 1.048 -2.968
H 0.583 -0.389 -2.619
```

Atomic partial charges in e from the natural (NBO) method, atoms 1 to 8: -0.2726, -0.7482, 2.3316, -0.9210, -1.0095, -0.7114, -0.2680, -0.4180

=====

5.
Formula: C5H12N2O2
Source: OMol25
Level of theory: wB97M-V/def2-TZVPD

Properties
HOMO energy, Ha: -0.332
ΔE to the lowest compared entry with this formula, charge and spin, kcal per mole: 122.64
SMILES: CC(=O)[C@@H](C)N(C)ON
Frontier orbital gap, Ha: 0.3679
Electronic energy, eV: -12450.664

Geometry as XYZ:
```
21
C5H12N2O2, DFT wB97M-V/def2-TZVPD
C 1.892 0.449 1.202
C 1.179 0.711 -0.093
O 1.530 1.511 -0.929
C 0.197 -0.506 -0.571
C 0.927 -1.841 -0.509
N -0.848 -0.408 0.382
C -2.165 -0.669 -0.106
O -0.727 1.246 0.740
N -1.348 2.023 -0.264
H 2.292 1.391 1.571
H 2.692 -0.272 1.043
H 1.200 0.034 1.931
H -0.105 -0.251 -1.598
H 0.335 -2.610 -1.002
H 1.891 -1.750 -1.009
H 1.096 -2.143 0.521
H -2.796 0.180 0.219
H -2.289 -0.677 -1.196
H -2.502 -1.613 0.317
H -0.614 2.416 -0.857
H -1.836 2.778 0.208
```

Atomic partial charges in e from the natural (NBO) method, atoms 1 to 8: -0.7318, 0.6646, -0.6087, -0.1838, -0.6169, -0.1192, -0.4644, -0.3185

=====

6.
Formula: C18H20BrFeN2OPS4
Source: OMol25
Level of theory: wB97M-V/def2-TZVPD

Properties
⟨S²⟩: 1.01
HOMO energy (alpha / beta), Ha: -0.101 / -0.078
ΔE to the lowest compared entry with this formula, charge and spin, kcal per mole: 3.38
Net charge: -1
Frontier orbital gap (alpha / beta), Ha: 0.1913 / 0.1683
Electronic energy, eV: -181078.191
2S+1: 2

Geometry as XYZ:
```
48
C18H20BrFeN2OPS4, DFT wB97M-V/def2-TZVPD
Fe 1.360 1.245 -1.267
S 3.693 1.421 -1.117
S 4.216 3.424 -0.847
S 2.423 4.270 -0.185
S 1.077 3.548 -1.568
O -0.425 0.589 -1.980
N -1.653 0.901 -1.697
C -2.619 -0.051 -1.873
C -3.925 0.212 -1.565
C -4.298 1.463 -1.060
C -3.292 2.413 -0.893
C -1.984 2.132 -1.210
H -2.244 -0.991 -2.248
H -4.653 -0.574 -1.718
H -5.326 1.683 -0.811
H -3.512 3.400 -0.508
H -1.148 2.815 -1.108
Br 1.278 -0.383 -4.390
C 1.541 -1.426 -2.835
C 1.484 -2.808 -2.956
C 1.769 -3.568 -1.839
C 2.138 -2.924 -0.667
C 2.160 -1.545 -0.652
N 1.821 -0.790 -1.710
H 1.230 -3.254 -3.906
H 1.725 -4.648 -1.889
H 2.394 -3.473 0.228
H 2.465 -0.988 0.221
C 2.355 1.272 2.095
P 0.884 1.122 1.014
C -0.156 2.428 1.791
C 0.059 -0.361 1.734
C 0.731 -1.329 2.479
C 0.089 -2.488 2.898
C -1.244 -2.704 2.581
C -1.929 -1.747 1.842
C -1.284 -0.596 1.422
H 3.120 0.547 1.815
H 2.103 1.179 3.155
H 2.781 2.254 1.888
H -0.224 2.293 2.872
H -1.157 2.430 1.363
H 0.317 3.383 1.560
H 1.771 -1.178 2.743
H 0.634 -3.224 3.477
H -1.745 -3.607 2.906
H -2.971 -1.901 1.585
H -1.832 0.132 0.834
```

Atomic partial charges in e from the natural (NBO) method, atoms 1 to 8: 0.4273, -0.5895, -0.1099, -0.1230, -0.5622, -0.5448, 0.0756, -0.0274

=====

> Among the records above, which one has the lowest electronic energy?

C18H20BrFeN2OPS4